This record from the Open Molecules 2025 dataset describes C18H44GeNO7PTeTi as an isolated structure. The level of theory is the ωB97M-V functional and the def2-TZVPD basis.

Structure (ORCA input):
```
! RIJCOSX wB97M-V def2-TZVPD def2/J DEFGRID3
* xyz 2 1
Ti 0.05 -0.99 0.39
C 2.65 -0.33 2.00
O 2.20 -0.60 0.65
C 2.97 -1.63 0.02
C 2.54 -2.96 0.61
O 1.13 -2.82 0.84
C 0.56 -4.02 1.41
H 3.67 0.07 1.95
H 2.63 -1.23 2.61
H 1.99 0.41 2.43
H 4.03 -1.44 0.17
H 2.74 -1.58 -1.04
H 3.03 -3.19 1.55
H 2.72 -3.78 -0.10
H 0.72 -4.85 0.72
H -0.50 -3.85 1.54
H 1.04 -4.22 2.36
C -1.32 -5.91 -3.37
C -1.32 -5.43 -1.94
O -0.68 -4.10 -1.88
P -1.40 -2.77 -1.53
O -1.41 -2.44 -0.03
Te -0.10 -0.91 -2.31
O -2.85 -2.97 -2.08
C -4.01 -2.21 -1.64
C -4.08 -0.85 -2.30
H -1.74 -6.92 -3.40
H -0.30 -5.95 -3.76
H -1.92 -5.26 -4.00
H -0.72 -6.06 -1.29
H -2.33 -5.35 -1.54
H -3.97 -2.13 -0.55
H -4.86 -2.83 -1.91
H -3.27 -0.20 -1.97
H -5.03 -0.38 -2.04
H -4.04 -0.95 -3.38
N -3.79 1.31 2.26
C -2.75 0.51 2.98
C -1.79 -0.02 1.93
O -2.08 0.16 0.73
O -0.73 -0.59 2.29
H -3.69 2.31 2.43
H -4.74 1.04 2.49
H -3.59 1.13 1.26
H -3.23 -0.32 3.51
H -2.23 1.12 3.71
C -0.82 6.08 0.70
C 0.04 4.83 0.55
C -0.32 3.74 1.56
C 0.57 2.50 1.47
Ge 0.36 1.62 -0.30
C 1.62 2.14 -1.71
C 3.05 1.61 -1.66
C 3.86 2.08 -0.45
C 4.13 3.58 -0.44
H -0.53 6.84 -0.03
H -0.70 6.51 1.69
H -1.87 5.85 0.55
H 1.10 5.08 0.67
H -0.07 4.43 -0.46
H -1.37 3.46 1.40
H -0.26 4.16 2.57
H 0.33 1.81 2.27
H 1.62 2.78 1.59
H -1.04 2.06 -0.79
H 1.62 3.24 -1.69
H 1.14 1.87 -2.65
H 3.57 1.95 -2.57
H 3.05 0.52 -1.71
H 4.81 1.54 -0.43
H 3.32 1.81 0.46
H 4.70 3.88 -1.33
H 4.71 3.87 0.43
H 3.21 4.16 -0.43
*
```

Electronic energy in eV: -131405.456
Maximum force in Eh/bohr: 0.015
LUMO level (spin up / spin down) in eV: -6.43 / -5.69

---

This record from the Open Molecules 2025 dataset describes one molecule with the formula C2H8N6. The level of theory is the ωB97M-V functional and the def2-TZVPD basis.

Structure (ORCA input):
```
! RIJCOSX wB97M-V def2-TZVPD def2/J DEFGRID3
* xyz 0 3
C -0.65 0.24 -1.51
C -0.68 -1.03 -0.95
N 0.01 1.38 -1.00
N 1.04 -0.56 0.53
N 0.00 -1.28 0.21
N 0.10 1.47 0.31
N -0.40 -2.24 1.14
N 0.98 2.46 0.73
H -1.40 0.57 -2.30
H -1.36 -1.87 -1.32
H 0.13 2.13 -1.73
H 1.20 -0.61 1.58
H -0.40 -3.13 0.77
H -1.35 -2.22 1.32
H 1.92 2.26 0.48
H 0.85 2.42 1.74
*
```

Expectation value of S²: 2.02
Electronic energy in eV: -11136.866
Maximum force in Eh/bohr: 0.065
LUMO level (spin up / spin down) in eV: 1.02 / 0.10

---

What is the electronic energy in the first record? -131405.456 eV

---

Which of these has the lowest maximum force? C18H44GeNO7PTeTi

---

Number 2 is which compound? C2H8N6

---

Which formula does entry 1 have? C18H44GeNO7PTeTi